ORCA calculation (ωB97M-V/def2-TZVPD) on a molecular structure, C12H26AuClN3OTa.

For the molar mass, the calculation gives 641.7 u. As for the LUMO energy: -0.365 Eh. The calculation puts the total energy at -37132.7367 eV. Its total charge is +2. Its energy above the lowest of the compared OMol25 structures with the same formula, charge and spin is 19.77 kJ/mol.

```
45
C12H26AuClN3OTa | the OMol25 dataset | ωB97M-V/def2-TZVPD
N 2.2194 -0.5727 0.8970
C 3.0828 -0.9664 1.6826
O 3.9276 -1.3260 2.4275
Au 0.7658 0.9785 -2.2996
Ta 0.4829 -0.0970 0.1139
N -0.4950 -1.6942 -0.4735
N -0.1753 1.7878 -0.3556
C -0.3355 -3.1008 -0.0285
C 0.4490 3.1299 -0.2478
C 0.7863 -3.7015 -0.8693
C -1.6359 -3.8788 -0.2307
C 0.0386 -3.1508 1.4435
C 0.1534 3.8878 -1.5408
C -0.1302 3.8607 0.9622
C 1.9515 2.9619 -0.0718
H 0.5439 -3.6509 -1.9383
H 0.9323 -4.7556 -0.5868
H 1.7285 -3.1560 -0.7092
H -2.4713 -3.3688 0.2624
H -1.5208 -4.8681 0.2331
H -1.8682 -4.0369 -1.2903
H 0.9705 -2.6120 1.6673
H 0.1861 -4.2123 1.7064
H -0.7761 -2.7590 2.0657
H 0.5084 3.3050 -2.4071
H 0.6908 4.8455 -1.5196
H -0.9183 4.0792 -1.6523
H -1.1891 4.0990 0.8171
H 0.4078 4.8119 1.0799
H 0.0032 3.2758 1.8822
H 2.2037 2.4188 0.8557
H 2.3918 3.9720 -0.0143
H 2.3937 2.4407 -0.9379
C -1.6662 1.8208 -0.4974
H -2.1011 0.8113 -0.3788
H -2.1325 2.4679 0.2654
H -1.9135 2.2026 -1.5028
C -1.1929 -1.5422 -1.7642
H -2.2648 -1.3441 -1.6106
H -0.7629 -0.7144 -2.3638
H -1.0491 -2.4543 -2.3583
Cl 0.4010 -0.2525 3.4237
C -0.4877 0.2059 1.9461
H -1.3920 -0.4197 1.8912
H -0.7406 1.2721 2.0260
```

***

ORCA calculation (ωB97M-V/def2-TZVPD) on a gas-phase ion, C5H10NO (charge +2).

For the molar mass, the calculation gives 100.1 u. Its multiplicity is 2. Its expectation value of S² is 0.7548. As for the LUMO energy (spin up / spin down): -0.436 / -0.474 Eh. The calculation puts the total energy at -8862.0268 eV. Its total charge is +2. Its energy above the lowest of the compared OMol25 structures with the same formula, charge and spin is 114.69 kJ/mol.

```
17
C5H10NO | the OMol25 dataset | ωB97M-V/def2-TZVPD
O -1.8270 -0.1085 -0.5212
C -1.5062 -0.8901 0.3524
C -0.2184 -1.6490 0.1854
C 1.0434 -0.7623 0.4901
C 0.8353 0.6516 0.1264
C 1.2456 1.7848 0.8263
N 0.3560 0.8568 -1.2469
H -2.2193 -1.0534 1.1729
H -0.2214 -1.9549 -0.8639
H -0.1265 -2.5822 0.7293
H 1.3121 -0.8855 1.5401
H 1.9015 -1.0956 -0.1097
H 2.0778 2.3595 0.3948
H 0.8209 2.1477 1.7569
H -0.6425 0.4405 -1.2955
H 0.9377 0.3331 -1.9348
H 0.3483 1.8373 -1.5499
```

***

ORCA calculation (ωB97M-V/def2-TZVPD) on a molecular structure, C45H41BBrF4N13PSW.

For the molar mass, the calculation gives 1177.5 u. Its multiplicity is 2. Its expectation value of S² is 0.7649. As for the LUMO energy (spin up / spin down): -0.489 / -0.471 Eh. The calculation puts the total energy at -170204.7552 eV. Its total charge is +4. Its energy above the lowest of the compared OMol25 structures with the same formula, charge and spin is 17.17 kJ/mol.

```
108
C45H41BBrF4N13PSW | the OMol25 dataset | ωB97M-V/def2-TZVPD
W 0.1682 -0.0085 0.1134
C -2.0406 -2.6838 2.5249
C -0.8864 -2.1206 2.1118
N -1.1214 -1.2579 1.0466
N -2.4902 -1.3159 0.8151
C -3.0401 -2.1490 1.6751
B -3.1111 -0.3116 -0.2225
N -2.3402 -0.4809 -1.5743
C -2.8534 -0.5392 -2.8036
C -1.8475 -0.3078 -3.7322
C -0.7076 -0.1203 -2.9820
N -1.0025 -0.2290 -1.6618
N -2.6741 1.1270 0.2429
C -3.4079 2.1907 0.5698
C -2.5646 3.2845 0.7445
C -1.2982 2.7914 0.5180
N -1.3644 1.4785 0.2144
N -4.5688 -0.4024 -0.4120
C -5.3748 0.4183 -1.1690
C -6.6503 -0.0473 -1.0804
C -6.5568 -1.1791 -0.2391
N -5.3243 -1.3927 0.1658
H -2.1868 -3.3922 3.3234
H 0.1119 -2.2580 2.4905
H -4.1092 -2.3092 1.6261
H -3.9065 -0.7278 -2.9442
H -1.9416 -0.2732 -4.8047
H 0.2930 0.1033 -3.3102
H -4.4818 2.1149 0.6429
H -2.8507 4.2940 0.9870
H -0.3469 3.2958 0.5631
H -4.9778 1.2637 -1.7106
H -7.5307 0.3535 -1.5529
H -7.3496 -1.8334 0.0902
F 5.7348 -4.6632 1.4093
C 4.6696 -4.1441 0.8659
C 4.0462 -4.7774 -0.2029
F 4.5304 -5.8978 -0.6694
C 2.9122 -4.2158 -0.7807
F 2.3623 -4.8468 -1.8036
C 2.3717 -3.0244 -0.3072
P 0.9781 -2.2458 -1.1449
C 1.6146 -2.0197 -2.8095
C 2.6540 -1.1058 -3.0100
C 3.2191 -0.9575 -4.2641
C 2.7517 -1.7253 -5.3279
C 1.7493 -2.6610 -5.1237
C 1.1778 -2.8174 -3.8668
C -0.3556 -3.4397 -1.0875
C -0.3516 -4.3936 -0.0644
C -1.3581 -5.3433 0.0013
C -2.3743 -5.3450 -0.9466
C -2.3853 -4.3966 -1.9617
C -1.3800 -3.4451 -2.0359
C 3.0231 -2.4282 0.7532
Br 2.3021 -0.8519 1.5371
C 4.1470 -2.9494 1.3539
F 4.7200 -2.3367 2.3760
H 3.0596 -0.5451 -2.1784
H 4.0403 -0.2687 -4.4145
H 3.1921 -1.6132 -6.3099
H 1.4198 -3.2902 -5.9399
H 0.4292 -3.5820 -3.7190
H 0.4498 -4.4283 0.6637
H -1.3385 -6.0965 0.7781
H -3.1484 -6.1003 -0.9049
H -3.1655 -4.4145 -2.7115
H -1.3901 -2.7292 -2.8447
C 0.7833 4.9353 2.8394
N 1.1039 3.4996 2.7038
C 2.2989 3.2345 1.9250
C 0.3071 2.5488 3.1807
S 0.1966 0.8717 2.6013
N -0.4500 2.7743 4.2444
C 0.0080 3.6411 5.3566
C -1.6878 2.0396 4.5623
H 0.9931 5.4067 1.8794
H 1.3920 5.4145 3.6035
H -0.2704 5.0606 3.0696
H 3.0870 3.9139 2.2489
H 2.1088 3.4145 0.8630
H 2.6330 2.2136 2.0921
H 1.0659 3.8559 5.2535
H -0.1460 3.0817 6.2776
H -0.5693 4.5625 5.4002
H -2.1757 1.7006 3.6542
H -2.3460 2.7313 5.0839
H -1.4729 1.1943 5.2154
N 9.4708 4.6617 -2.7268
C 8.3909 4.3150 -2.5502
C 7.0426 3.8673 -2.3190
C 6.7071 3.2958 -1.0915
C 5.4149 2.8619 -0.8606
C 4.4722 2.9980 -1.8694
C 4.7835 3.5678 -3.0929
C 6.0789 4.0060 -3.3142
N 3.1190 2.5203 -1.6434
C 1.9732 2.9969 -2.2814
C 0.9366 2.2910 -1.7977
N 1.4160 1.3624 -0.8555
C 2.7560 1.5667 -0.8120
H 7.4590 3.2095 -0.3191
H 5.1624 2.4559 0.1111
H 4.0550 3.6568 -3.8871
H 6.3456 4.4536 -4.2619
H 2.0029 3.8022 -2.9943
H -0.1082 2.3753 -2.0371
H 3.4537 0.9989 -0.2221
```

***

ORCA calculation (ωB97M-V/def2-TZVPD) on a molecular structure, C62H107Br3Cl11O20P.

For the molar mass, the calculation gives 1833.2 u. Its multiplicity is 2. Its expectation value of S² is 0.7541. As for the LUMO energy (spin up / spin down): 0.044 / 0.044 Eh. The calculation puts the total energy at -464143.3022 eV. Its total charge is -1.

```
204
C62H107Br3Cl11O20P | the OMol25 dataset | ωB97M-V/def2-TZVPD
C -11.5431 -15.9087 -2.4814
C -11.8474 -16.8297 -1.3440
C -12.8087 -16.0264 -0.4019
C -13.1532 -16.7643 0.8608
P -14.3038 -15.8271 2.0237
C -15.3059 -14.5658 1.0995
C -16.5084 -14.0205 1.9363
C -17.2343 -12.7953 1.2922
C -16.4875 -11.4291 1.4478
C -15.4618 -16.9757 2.8486
C -14.9041 -17.9396 3.9966
C -15.4851 -19.3212 4.0802
C -16.9854 -19.3568 4.3593
C -13.3950 -14.9728 3.3634
C -12.3240 -13.9563 3.0515
C -12.0269 -12.9644 4.1479
C -10.8366 -12.0896 3.7089
H -12.3859 -15.6406 -3.1184
H -10.8404 -16.4091 -3.1476
H -11.0361 -15.0185 -2.1089
H -10.9888 -17.3025 -0.8671
H -12.3759 -17.7107 -1.7079
H -13.7356 -15.7971 -0.9276
H -12.4015 -15.0293 -0.2342
H -12.2236 -16.9581 1.3960
H -13.5633 -17.7317 0.5707
H -15.6438 -15.0154 0.1658
H -14.5357 -13.8139 0.9279
H -16.1584 -13.7043 2.9189
H -17.2434 -14.8137 2.0726
H -18.1452 -12.7566 1.8896
H -17.4828 -13.0041 0.2517
H -17.2850 -10.6880 1.3931
H -15.6910 -11.3313 0.7102
H -16.1127 -11.2235 2.4504
H -15.9111 -17.4741 1.9896
H -16.2745 -16.3159 3.1525
H -14.9853 -17.5216 5.0000
H -13.8261 -18.0481 3.8780
H -14.9234 -19.8332 4.8614
H -15.2064 -19.8562 3.1724
H -17.6409 -19.3355 3.4887
H -17.3680 -18.5676 5.0065
H -17.1650 -20.3187 4.8395
H -12.9423 -15.8305 3.8607
H -14.1347 -14.6015 4.0726
H -12.5104 -13.3047 2.1978
H -11.3982 -14.4334 2.7298
H -11.8739 -13.5094 5.0794
H -12.8290 -12.2711 4.4011
H -10.9675 -11.3797 2.8921
H -10.0400 -12.6862 3.2645
H -10.2796 -11.6706 4.5469
Cl -16.9324 -17.5064 -0.5787
O -12.9351 -11.9966 -0.0326
C -11.7831 -11.7058 -0.3324
O -10.6546 -12.1087 0.3955
C -9.4348 -11.5714 -0.0321
C -9.8910 -10.5813 -1.1326
C -11.2721 -11.0111 -1.5923
H -8.7639 -12.3386 -0.4186
H -8.9530 -11.0551 0.7983
H -9.1558 -10.8036 -1.9061
H -9.8748 -9.5265 -0.8583
H -11.2335 -11.7801 -2.3638
H -12.0464 -10.2574 -1.7356
O -10.1037 -18.9162 6.2049
C -10.1317 -20.1172 5.8962
O -9.1176 -20.8637 5.9685
C -9.4093 -22.2417 5.5768
C -10.6063 -22.0671 4.7375
C -11.2862 -20.7735 5.1613
H -9.6012 -22.8896 6.4321
H -8.5760 -22.5622 4.9515
H -11.2148 -22.9687 4.8070
H -10.3819 -22.0106 3.6724
H -12.0579 -20.9611 5.9080
H -11.7245 -20.0922 4.4320
O -19.7069 -22.2902 -0.1021
C -18.5975 -21.7623 -0.1496
O -17.7726 -22.1433 -1.1699
C -16.4911 -21.5917 -1.0949
C -16.4072 -21.0570 0.3487
C -17.8149 -20.8031 0.7562
H -16.6135 -20.8115 -1.8462
H -15.7732 -22.3603 -1.3812
H -15.7818 -20.1674 0.4237
H -15.9888 -21.8583 0.9579
H -18.0891 -19.7973 0.4382
H -17.9218 -21.1075 1.7974
O -16.0512 -15.3032 -4.5081
C -15.8985 -14.4878 -3.6131
O -14.6756 -14.2013 -3.2356
C -14.5818 -13.0816 -2.3846
C -15.9536 -12.4047 -2.5141
C -16.8625 -13.5365 -3.0003
H -13.7504 -12.3905 -2.5237
H -14.5106 -13.4142 -1.3490
H -15.8944 -11.5523 -3.1908
H -16.2553 -11.9699 -1.5611
H -17.6076 -13.2035 -3.7227
H -17.4569 -14.0261 -2.2288
O -8.9121 -18.4251 -2.4217
C -8.8461 -18.4889 -3.6527
O -8.6215 -17.5327 -4.4652
C -8.6814 -17.9103 -5.8370
C -8.2552 -19.3897 -5.7664
C -9.0569 -19.6976 -4.4835
H -8.0835 -17.4081 -6.5975
H -9.7222 -17.6544 -6.0352
H -7.1864 -19.5956 -5.7091
H -8.6398 -19.8866 -6.6571
H -8.8128 -20.6439 -4.0007
H -10.1417 -19.8004 -4.4555
O -15.3969 -8.0607 3.4412
C -14.6287 -8.2760 4.3174
O -14.4109 -9.5024 4.7768
C -13.5715 -9.4492 5.9592
C -12.8270 -8.1538 6.0141
C -13.6677 -7.2790 5.0655
H -12.9295 -10.3296 5.9888
H -14.3314 -9.5348 6.7360
H -11.7908 -8.2601 5.6928
H -12.7940 -7.8596 7.0631
H -13.0074 -6.7532 4.3758
H -14.3288 -6.6425 5.6536
O -13.9550 -14.4136 8.2333
C -13.2123 -15.3119 7.8839
O -13.0866 -15.7111 6.5674
C -12.1232 -16.6877 6.4249
C -11.6054 -17.0187 7.8386
C -12.3442 -16.1146 8.7422
H -11.3244 -16.2341 5.8381
H -12.5829 -17.5151 5.8843
H -10.5293 -16.8457 7.8503
H -11.7977 -18.0606 8.0946
H -11.6823 -15.6271 9.4580
H -12.9296 -16.7426 9.4138
O -9.7950 -14.0207 6.9074
C -8.7861 -14.7117 6.8946
O -7.8945 -14.7724 7.9369
C -6.7181 -15.6353 7.6343
C -7.2100 -16.3888 6.3531
C -8.3116 -15.5934 5.6929
H -6.5124 -16.3562 8.4256
H -5.8189 -15.0319 7.5103
H -7.6498 -17.3592 6.5833
H -6.4176 -16.6897 5.6677
H -9.1890 -16.1823 5.4256
H -8.0021 -15.0132 4.8236
O -17.3052 -20.9145 8.3622
C -17.7855 -21.8016 7.6353
O -18.6660 -21.4441 6.6466
C -19.0221 -22.6103 5.9006
C -18.6945 -23.7922 6.8236
C -17.5652 -23.3338 7.6781
H -18.4882 -22.6652 4.9519
H -20.0840 -22.5563 5.6603
H -18.4518 -24.6494 6.1957
H -19.5975 -24.0561 7.3740
H -16.5926 -23.5021 7.2157
H -17.4333 -23.7132 8.6914
O -10.5304 -17.0586 3.5070
C -9.5783 -16.9482 2.6989
O -9.1937 -15.7890 2.1206
C -8.0214 -15.9015 1.2920
C -8.1183 -17.3718 0.8874
C -8.7287 -18.0638 2.1303
H -7.0787 -15.6891 1.7962
H -8.2625 -15.2953 0.4188
H -7.0776 -17.6910 0.8318
H -8.7364 -17.4778 -0.0042
H -7.9439 -18.2914 2.8517
H -9.3534 -18.9503 2.0217
C -16.2925 -12.6289 7.0637
Cl -17.5849 -13.2348 8.2221
Cl -16.1474 -13.7141 5.6571
H -16.6087 -11.6644 6.6665
H -15.3308 -12.4923 7.5584
C -14.8955 -8.2736 0.2699
Cl -13.2919 -8.3670 -0.5134
Cl -16.1925 -8.5981 -0.8859
H -14.8755 -9.0334 1.0511
H -14.9965 -7.2530 0.6388
C -21.0212 -9.6682 1.0428
Cl -22.5727 -9.3170 0.2196
Cl -20.4613 -11.2954 0.7682
H -20.2684 -8.9273 0.7732
H -21.2190 -9.6333 2.1141
C -14.3033 -18.0270 -3.9414
Cl -14.3338 -19.6687 -3.3205
Cl -12.8932 -17.7984 -5.1010
H -15.2413 -17.8801 -4.4767
H -14.2835 -17.3117 -3.1191
C -19.7478 -15.1959 -0.2471
Cl -19.9542 -13.9095 -1.4971
Cl -20.4801 -14.7755 1.2891
H -19.9636 -16.1618 -0.7037
H -18.6670 -15.1710 -0.1079
C -8.2012 -11.0569 6.8350
Br -7.4689 -11.3264 8.6536
Br -6.8495 -11.7805 5.5483
Br -8.3131 -9.1183 6.4800
H -9.1554 -11.5649 6.6950
```